Molecular formula: C28H60N4O6P
Method: DFT, wB97M-V/def2-TZVPD

Last columns: bonded neighbours and bond lengths (Å).
Positions of all 99 atoms, in Å:
1 C 3.301 2.281 -2.728  C2 1.329, H18 1.084, H19 1.080
2 C 2.801 1.107 -3.100  C1 1.329, C3 1.508, H20 1.083
3 C 1.702 0.435 -2.316  C2 1.508, N4 1.500, H21 1.081, H22 1.092
4 N 0.987 -0.642 -3.077  C3 1.500, C5 1.502, O9 1.421, P14 1.865
5 C 1.879 -1.794 -3.442  N4 1.502, C6 1.526, H23 1.089, H24 1.081
6 C 2.338 -2.619 -2.242  C5 1.526, C7 1.534, H25 1.092, H26 1.086
7 C 2.994 -3.891 -2.792  C6 1.534, O8 1.412, H27 1.092, H28 1.091
8 O 3.899 -3.630 -3.845  C7 1.412, H29 0.964
9 O -0.239 -1.069 -2.498  N4 1.421, C10 1.449
10 C -0.288 -1.034 -1.050  O9 1.449, C11 1.538, H30 1.090, H31 1.086
11 C -0.966 0.226 -0.486  C10 1.538, C12 1.543, H32 1.087, H33 1.092
12 C -0.033 1.087 0.391  C11 1.543, C13 1.546, H34 1.089, H35 1.088
13 C 0.056 2.558 -0.075  C12 1.546, H36 1.090, H37 1.091, H38 1.086
14 P 0.426 0.084 -4.700  N4 1.865, N15 1.531, O16 1.588, O17 1.570
15 N 1.485 -0.031 -5.801  P14 1.531, H39 1.015
16 O -0.957 -0.634 -5.004  P14 1.588, H40 0.967
17 O 0.014 1.519 -4.214  P14 1.570, H41 0.970
18 H 3.395 2.545 -1.681  C1 1.084
19 H 3.660 2.948 -3.499  C1 1.080
20 H 3.217 0.620 -3.973  C2 1.083
21 H 0.987 1.188 -2.014  C3 1.081
22 H 2.111 0.019 -1.392  C3 1.092
23 H 1.303 -2.442 -4.101  C5 1.089
24 H 2.749 -1.417 -3.961  C5 1.081
25 H 3.099 -2.054 -1.699  C6 1.092
26 H 1.524 -2.929 -1.593  C6 1.086
27 H 2.201 -4.508 -3.220  C7 1.092
28 H 3.435 -4.473 -1.981  C7 1.091
29 H 4.747 -3.367 -3.470  O8 0.964
30 H -0.893 -1.899 -0.779  C10 1.090
31 H 0.673 -1.230 -0.583  C10 1.086
32 H -1.875 -0.055 0.039  C11 1.087
33 H -1.294 0.800 -1.356  C11 1.092
34 H 0.956 0.633 0.439  C12 1.089
35 H -0.448 1.114 1.396  C12 1.088
36 H 1.082 2.912 0.014  C13 1.090
37 H -0.258 2.669 -1.114  C13 1.091
38 H -0.583 3.190 0.535  C13 1.086
39 H 1.127 -0.571 -6.582  N15 1.015
40 H -0.878 -1.596 -5.063  O16 0.967
41 H -0.502 1.975 -4.898  O17 0.970
42 C 6.360 2.413 3.244  C43 1.544, H53 1.088, H54 1.088, H55 1.090
43 C 4.873 2.199 2.890  C42 1.544, C44 1.529, N48 1.499, C52 1.524
44 C 4.148 1.532 4.060  C43 1.529, C45 1.527, H56 1.095, H57 1.091
45 C 4.495 0.055 4.232  C44 1.527, C46 1.527, H58 1.093, H59 1.091
46 C 4.293 -0.708 2.925  C45 1.527, C47 1.529, H60 1.092, H61 1.096
47 C 5.025 -0.081 1.738  C46 1.529, N48 1.496, C50 1.538, C51 1.525
48 N 4.735 1.384 1.640  C43 1.499, C47 1.496, O49 1.288
49 O 3.576 1.566 1.111  N48 1.288
50 C 6.537 -0.335 1.860  C47 1.538, H62 1.091, H63 1.090, H64 1.085
51 C 4.599 -0.777 0.450  C47 1.525, H65 1.091, H66 1.090, H67 1.092
52 C 4.294 3.591 2.661  C43 1.524, H68 1.091, H69 1.089, H70 1.088
53 H 6.485 3.354 3.777  C42 1.088
54 H 6.765 1.638 3.892  C42 1.088
55 H 6.976 2.467 2.346  C42 1.090
56 H 3.066 1.623 3.912  C44 1.095
57 H 4.381 2.080 4.974  C44 1.091
58 H 5.521 -0.063 4.588  C45 1.093
59 H 3.858 -0.379 5.005  C45 1.091
60 H 4.626 -1.742 3.039  C46 1.092
61 H 3.220 -0.749 2.706  C46 1.096
62 H 7.086 0.210 1.092  C50 1.091
63 H 6.740 -1.398 1.724  C50 1.090
64 H 6.948 -0.067 2.828  C50 1.085
65 H 3.516 -0.756 0.318  C51 1.091
66 H 4.910 -1.821 0.489  C51 1.090
67 H 5.065 -0.311 -0.422  C51 1.092
68 H 4.777 4.083 1.815  C52 1.091
69 H 4.463 4.196 3.551  C52 1.089
70 H 3.222 3.567 2.479  C52 1.088
71 C -8.020 -0.717 -0.859  C72 1.544, H82 1.089, H83 1.088, H84 1.090
72 C -6.518 -0.588 -0.525  C71 1.544, C73 1.530, N77 1.497, C81 1.525
73 C -5.969 -1.940 -0.066  C72 1.530, C74 1.527, H85 1.096, H86 1.092
74 C -6.420 -2.338 1.338  C73 1.527, C75 1.528, H87 1.093, H88 1.091
75 C -6.120 -1.225 2.341  C74 1.528, C76 1.529, H89 1.092, H90 1.095
76 C -6.677 0.136 1.923  C75 1.529, N77 1.497, C79 1.538, C80 1.524
77 N -6.291 0.465 0.514  C72 1.497, C76 1.497, O78 1.288
78 O -5.070 0.874 0.474  N77 1.288
79 C -8.206 0.149 2.091  C76 1.538, H91 1.090, H92 1.089, H93 1.086
80 C -6.156 1.215 2.865  C76 1.524, H94 1.088, H95 1.089, H96 1.090
81 C -5.837 -0.179 -1.827  C72 1.525, H97 1.091, H98 1.090, H99 1.089
82 H -8.147 -1.050 -1.888  C71 1.089
83 H -8.539 -1.443 -0.236  C71 1.088
84 H -8.527 0.243 -0.765  C71 1.090
85 H -4.874 -1.908 -0.086  C73 1.096
86 H -6.270 -2.705 -0.786  C73 1.092
87 H -7.485 -2.582 1.346  C74 1.093
88 H -5.900 -3.248 1.642  C74 1.091
89 H -6.526 -1.486 3.321  C75 1.092
90 H -5.035 -1.146 2.465  C75 1.095
91 H -8.633 1.064 1.680  C79 1.090
92 H -8.454 0.112 3.151  C79 1.089
93 H -8.707 -0.698 1.630  C79 1.086
94 H -5.069 1.227 2.915  C80 1.088
95 H -6.533 1.023 3.869  C80 1.089
96 H -6.496 2.204 2.555  C80 1.090
97 H -6.193 0.794 -2.166  C81 1.091
98 H -6.069 -0.916 -2.595  C81 1.090
99 H -4.754 -0.133 -1.728  C81 1.089

Properties
- LUMO energy (spin up / spin down): -0.0854 / -0.0854 hartree
- Total energy: -57532.0456 eV
- Kohn-Sham gap (spin up / spin down): 7.80 / 8.75 eV
- Spin multiplicity: 3
- <S²>: 2.0082
- Total charge: +1
- Highest occupied orbital energy (spin up / spin down): -10.121 / -11.070 eV

=====

Molecular formula: C28H62BrFN5O3P2
Method: DFT, wB97M-V/def2-TZVPD

Last columns: bonded neighbours and bond lengths (Å).
Positions of all 102 atoms, in Å:
1 C -1.612 5.286 1.576  C2 1.188, H27 1.065
2 C -1.985 4.411 0.864  C1 1.188, C3 1.456
3 C -2.512 3.314 0.065  C2 1.456, N4 1.479, H28 1.088, H29 1.090
4 N -2.454 2.063 0.853  C3 1.479, C5 1.505, C6 1.399
5 C -3.528 2.055 1.907  N4 1.505, H30 1.088, H31 1.087, H32 1.084
6 C -2.623 0.927 0.053  N4 1.399, N7 1.399, N17 1.300
7 N -3.252 1.063 -1.189  C6 1.399, P8 1.765, C13 1.465
8 P -2.270 0.853 -2.641  N7 1.765, P9 2.175, H33 1.411
9 P -0.148 0.826 -2.165  P8 2.175, O10 1.469, O11 1.592, O12 1.585
10 O 0.484 1.460 -3.329  P9 1.469
11 O 0.254 1.519 -0.789  P9 1.592, H34 0.967
12 O 0.358 -0.662 -1.962  P9 1.585, H35 0.971
13 C -4.648 0.621 -1.239  N7 1.465, Br14 1.972, C15 1.524, H36 1.087
14 Br -5.866 2.161 -1.057  C13 1.972
15 C -5.060 -0.215 -2.444  C13 1.524, C16 1.537, H37 1.091, H38 1.087
16 C -5.392 0.568 -3.725  C15 1.537, H39 1.089, H40 1.087, H41 1.082
17 N -2.181 -0.205 0.514  C6 1.300, C18 1.472, C23 1.462
18 C -1.506 -0.271 1.820  N17 1.472, C19 1.539, H42 1.083, H43 1.087
19 C -0.289 -1.213 1.843  C18 1.539, C20 1.538, H44 1.087, H45 1.087
20 C 0.847 -0.622 2.695  C19 1.538, C21 1.533, H46 1.088, H47 1.091
21 C 0.437 -0.198 4.110  C20 1.533, C22 1.548, H48 1.091, H49 1.087
22 C 1.264 1.024 4.577  C21 1.548, H50 1.087, H51 1.089, H52 1.084
23 C -2.358 -1.474 -0.192  N17 1.462, C24 1.558, H53 1.081, H54 1.086
24 C -3.065 -2.556 0.678  C23 1.558, C25 1.529, F26 1.380, H55 1.090
25 C -4.330 -3.091 0.007  C24 1.529, H56 1.086, H57 1.088, H58 1.086
26 F -2.188 -3.608 0.855  C24 1.380
27 H -1.284 6.120 2.152  C1 1.065
28 H -1.887 3.204 -0.819  C3 1.088
29 H -3.518 3.558 -0.277  C3 1.090
30 H -4.333 1.366 1.659  C5 1.088
31 H -3.125 1.776 2.877  C5 1.087
32 H -3.963 3.044 1.998  C5 1.084
33 H -2.358 2.116 -3.264  P8 1.411
34 H 0.262 2.481 -0.890  O11 0.967
35 H 0.615 -0.977 -2.844  O12 0.971
36 H -4.849 0.038 -0.345  C13 1.087
37 H -5.988 -0.704 -2.144  C15 1.091
38 H -4.359 -1.021 -2.648  C15 1.087
39 H -4.777 1.461 -3.816  C16 1.089
40 H -5.157 -0.046 -4.591  C16 1.087
41 H -6.436 0.852 -3.755  C16 1.082
42 H -1.185 0.715 2.134  C18 1.083
43 H -2.225 -0.612 2.561  C18 1.087
44 H -0.578 -2.156 2.299  C19 1.087
45 H 0.121 -1.378 0.850  C19 1.087
46 H 1.353 0.168 2.145  C20 1.088
47 H 1.567 -1.434 2.800  C20 1.091
48 H -0.607 0.111 4.180  C21 1.091
49 H 0.588 -1.007 4.821  C21 1.087
50 H 0.700 1.604 5.303  C22 1.087
51 H 1.386 1.678 3.715  C22 1.089
52 H 2.241 0.735 4.950  C22 1.084
53 H -2.937 -1.386 -1.101  C23 1.081
54 H -1.399 -1.902 -0.470  C23 1.086
55 H -3.380 -2.147 1.637  C24 1.090
56 H -4.096 -3.881 -0.701  C25 1.086
57 H -4.851 -2.297 -0.524  C25 1.088
58 H -5.014 -3.436 0.778  C25 1.086
59 C -0.390 -6.160 -6.058  C60 1.521, H66 1.090, H67 1.090, H68 1.090
60 C -0.664 -5.590 -4.674  C59 1.521, N61 1.450, H69 1.094, H70 1.103
61 N 0.354 -5.938 -3.702  C60 1.450, C62 1.449, C64 1.453
62 C -0.036 -5.667 -2.333  N61 1.449, C63 1.534, H71 1.093, H72 1.095
63 C -0.274 -4.205 -1.933  C62 1.534, H73 1.090, H74 1.091, H75 1.094
64 C 1.715 -5.576 -4.058  N61 1.453, C65 1.535, H76 1.092, H77 1.092
65 C 2.013 -4.100 -4.361  C64 1.535, H78 1.092, H79 1.091, H80 1.091
66 H -0.228 -7.237 -6.009  C59 1.090
67 H -1.244 -5.975 -6.709  C59 1.090
68 H 0.481 -5.700 -6.526  C59 1.090
69 H -1.615 -6.000 -4.323  C60 1.094
70 H -0.809 -4.500 -4.762  C60 1.103
71 H 0.709 -6.100 -1.662  C62 1.093
72 H -0.956 -6.227 -2.136  C62 1.095
73 H 0.662 -3.654 -1.841  C63 1.090
74 H -0.759 -4.168 -0.956  C63 1.091
75 H -0.921 -3.683 -2.644  C63 1.094
76 H 2.002 -6.162 -4.933  C64 1.092
77 H 2.382 -5.921 -3.265  C64 1.092
78 H 1.272 -3.660 -5.031  C65 1.092
79 H 2.984 -4.016 -4.851  C65 1.091
80 H 2.063 -3.497 -3.453  C65 1.091
81 C 4.780 2.047 1.975  C82 1.521, H88 1.092, H89 1.092, H90 1.090
82 C 4.323 3.468 2.268  C81 1.521, N83 1.448, H91 1.095, H92 1.102
83 N 4.739 3.941 3.573  C82 1.448, C84 1.452, C86 1.454
84 C 4.065 5.158 3.989  N83 1.452, C85 1.533, H93 1.093, H94 1.096
85 C 4.307 6.434 3.175  C84 1.533, H95 1.089, H96 1.092, H97 1.091
86 C 6.167 3.880 3.838  N83 1.454, C87 1.534, H98 1.093, H99 1.092
87 C 7.109 4.620 2.881  C86 1.534, H100 1.091, H101 1.091, H102 1.089
88 H 4.472 1.368 2.772  C81 1.092
89 H 4.334 1.700 1.042  C81 1.092
90 H 5.862 1.975 1.861  C81 1.090
91 H 3.229 3.484 2.241  C82 1.095
92 H 4.662 4.126 1.452  C82 1.102
93 H 4.316 5.351 5.035  C84 1.093
94 H 2.989 4.952 3.986  C84 1.096
95 H 5.297 6.851 3.353  C85 1.089
96 H 3.583 7.197 3.469  C85 1.092
97 H 4.188 6.268 2.104  C85 1.091
98 H 6.462 2.828 3.856  C86 1.093
99 H 6.342 4.231 4.858  C86 1.092
100 H 6.870 4.428 1.834  C87 1.091
101 H 8.134 4.284 3.047  C87 1.091
102 H 7.098 5.697 3.042  C87 1.089

Properties
- Energy relative to the best compared isomer or geometry (same formula, charge and spin): 0.0 kcal per mole
- LUMO energy: -0.1284 hartree
- Total energy: -134965.1111 eV
- Kohn-Sham gap: 6.19 eV
- Total charge: +1
- Highest occupied orbital energy: -9.681 eV